P | Below is a cluster of 2 separate species, C4H7NO in total, with properties calculated with ωB97M-V/def2-TZVPD.

⟨S²⟩   2.01
HOMO energy (spin up / spin down)   -5.74 / -11.09 eV
Spin multiplicity   3
HOMO-LUMO gap (spin up / spin down)   6.5 / 11.1 eV

Cartesian coordinates (Å):
H1 1.712 1.316 1.796
H2 0.738 2.628 1.591
H3 0.061 1.102 2.322
C1 0.349 1.235 0.008
N1 -0.024 1.154 -1.085
O1 0.246 -1.711 -2.287
C2 0.694 1.546 1.527
C3 -0.748 -1.068 -0.151
H4 -0.855 -2.069 0.270
C4 0.386 -1.181 -1.125
H5 -0.515 -1.961 -2.682
H6 -1.692 -0.661 -0.701
H7 -0.351 -0.330 0.517

Q | Below is the molecule C4H7NO, with properties calculated with ωB97M-V/def2-TZVPD.

⟨S²⟩   2.01
HOMO energy (spin up / spin down)   -3.88 / -8.63 eV
Spin multiplicity   3
HOMO-LUMO gap (spin up / spin down)   4.8 / 5.2 eV

Cartesian coordinates (Å):
C1 0.361 2.246 -1.026
H1 -0.552 -2.558 -0.181
H2 -0.226 3.145 -1.114
H3 -0.976 -1.150 1.658
O1 0.474 -1.325 -1.309
H4 0.777 0.567 1.774
N1 0.075 -1.728 -0.114
C2 0.161 0.511 0.885
H5 -1.586 -0.444 0.122
H6 0.891 -2.024 0.470
H7 1.067 2.045 -1.820
C3 -0.699 -0.696 0.706
C4 0.233 1.412 -0.050

Stability ranking, top and bottom: P is the most stable and Q is the least stable.

P | Below is a cluster of 2 separate species, C4H7NO5 in total, with properties calculated with ωB97M-V/def2-TZVPD.

HOMO energy (spin up / spin down)   -10.43 / -10.62 eV
HOMO-LUMO gap (spin up / spin down)   8.6 / 7.7 eV

Cartesian coordinates (Å):
H1 -1.928 0.491 -1.434
H2 3.038 0.243 1.596
H3 3.039 1.901 2.234
O1 0.791 0.495 0.551
H4 2.445 0.575 3.238
H5 -0.218 0.225 -1.850
C1 1.121 1.169 1.685
N1 -2.085 -3.179 -2.932
O2 -1.142 -1.201 -0.926
C2 -0.976 0.083 -1.069
O3 0.367 1.919 2.264
C3 -0.532 0.794 0.215
H6 -0.600 1.888 0.127
O4 -3.277 -3.259 -3.141
O5 -1.381 -3.581 -3.835
H7 -1.159 0.482 1.061
C4 2.496 0.956 2.218

Q | Below is a cluster of 2 separate species, C4H7NO5 in total, with properties calculated with ωB97M-V/def2-TZVPD.

HOMO energy (spin up / spin down)   -7.16 / -7.16 eV
HOMO-LUMO gap (spin up / spin down)   7.4 / 7.4 eV

Cartesian coordinates (Å):
C1 0.294 0.446 0.202
H1 -1.370 -0.175 2.617
H2 -1.972 -1.283 -0.121
C2 -1.644 -0.457 0.443
H3 0.417 1.286 -2.035
O1 -0.856 0.265 -0.486
H4 -0.731 -1.641 1.912
O2 2.414 -1.883 -1.049
O3 1.176 1.354 -0.236
H5 -2.682 0.090 0.712
N1 1.374 -1.797 -0.441
H6 0.516 2.963 -1.237
C3 -0.863 -0.600 1.739
H7 2.012 2.186 -1.956
C4 0.891 2.008 -1.448
O4 0.710 -2.767 -0.055
O5 0.315 0.005 1.440

Stability ranking, top and bottom: Q is the most stable and P is the least stable.

P | Below is a structure of composition CH3NS2, with properties calculated with ωB97M-V/def2-TZVPD.

HOMO energy   -9.08 eV
HOMO-LUMO gap   8.5 eV

Cartesian coordinates (Å):
H1 -1.584 -0.275 -0.045
H2 1.195 2.017 0.120
S1 -0.086 1.701 -0.072
H3 -0.802 -1.735 -0.162
S2 1.881 -0.756 -0.120
C1 0.460 0.011 -0.147
N1 -1.064 -0.963 0.426

Q | Below is a cluster of 2 separate species, CH3NS2 in total, with properties calculated with ωB97M-V/def2-TZVPD.

HOMO energy   -8.77 eV
HOMO-LUMO gap   8.5 eV

Cartesian coordinates (Å):
H1 -2.792 -0.716 -0.353
H2 0.200 0.179 -0.295
H3 -1.067 1.223 0.303
S1 3.141 0.430 0.571
C1 3.018 -0.497 -0.611
S2 -1.719 -0.959 0.501
N1 -0.780 0.339 -0.117

R | Below is a cluster of 2 separate species, CH3NS2 in total, with properties calculated with ωB97M-V/def2-TZVPD.

HOMO energy (spin up / spin down)   -8.31 / -8.43 eV
HOMO-LUMO gap (spin up / spin down)   7.2 / 7.3 eV

Cartesian coordinates (Å):
H1 0.587 0.201 1.529
S1 -1.006 -2.096 -0.453
N1 -0.015 1.029 1.169
H2 1.175 0.030 -1.131
H3 1.356 0.582 -0.620
S2 -1.248 0.813 0.245
C1 -0.849 -0.559 -0.740

S | Below is a cluster of 2 separate species, CH3NS2 in total, with properties calculated with ωB97M-V/def2-TZVPD.

HOMO energy (spin up / spin down)   -8.78 / -9.21 eV
HOMO-LUMO gap (spin up / spin down)   7.3 / 8.1 eV

Cartesian coordinates (Å):
S1 -1.766 -0.152 0.530
H1 -0.807 1.007 -2.383
H2 0.172 -1.323 1.589
C1 -0.037 -0.732 0.686
S2 0.361 1.248 -1.687
N1 -0.411 0.641 0.637
H3 0.138 -1.244 -0.294

Stability ranking, top and bottom: P is the most stable and R is the least stable.

P | Below is the molecule CH3NS2, with properties calculated with ωB97M-V/def2-TZVPD.

HOMO energy   -8.54 eV
SMILES   S/C=N/S
HOMO-LUMO gap   9.4 eV

Cartesian coordinates (Å):
H1 -2.040 1.201 -0.260
H2 0.324 -1.725 0.363
S1 2.146 0.120 0.049
H3 1.299 1.037 -0.444
N1 -0.321 0.155 0.062
S2 -1.974 -0.052 0.055
C1 0.565 -0.737 0.175

Q | Below is the molecule CH3NS2, with properties calculated with ωB97M-V/def2-TZVPD.

HOMO energy (spin up / spin down)   -8.46 / -8.46 eV
SMILES   NSC=S
HOMO-LUMO gap (spin up / spin down)   7.4 / 7.4 eV

Cartesian coordinates (Å):
H1 -0.811 0.755 1.287
S1 -2.968 0.338 -0.486
H2 2.217 0.072 -0.362
H3 1.403 -1.302 0.072
C1 -1.142 0.354 0.277
S2 -0.072 0.112 -0.878
N1 1.374 -0.331 0.090

Stability ranking, top and bottom: P is the most stable and Q is the least stable.

P | Below is a cluster of 2 separate species, CH3NS2 in total, with properties calculated with ωB97M-V/def2-TZVPD.

HOMO energy   -9.54 eV
HOMO-LUMO gap   9.7 eV

Cartesian coordinates (Å):
N1 1.660 -0.134 -0.245
H1 1.666 0.365 -1.152
H2 2.591 0.078 0.039
S1 -3.151 0.986 0.121
S2 -1.441 -1.497 0.568
C1 -2.355 -0.273 0.420
H3 1.029 0.475 0.249

Q | Below is the molecule CH3NS2, with properties calculated with ωB97M-V/def2-TZVPD.

HOMO energy   -8.83 eV
SMILES   S=CNS
HOMO-LUMO gap   9.1 eV

Cartesian coordinates (Å):
H1 1.142 0.181 -0.890
N1 0.262 -0.120 -0.438
H2 -1.406 1.080 -1.348
S1 -1.104 -0.187 -1.424
S2 1.618 -0.076 1.859
C1 0.248 -0.261 0.936
H3 -0.760 -0.617 1.304

Stability ranking, top and bottom: P is the most stable and Q is the least stable.

P | Below is a cluster of 2 separate species, C6H14O in total, with properties calculated with ωB97M-V/def2-TZVPD.

HOMO energy   -9.98 eV
SMILES   C=CCCCC.O
HOMO-LUMO gap   11.0 eV

Cartesian coordinates (Å):
C1 0.627 -0.373 -0.026
H1 -1.296 3.695 0.720
H2 0.923 -3.128 0.506
H3 -2.003 2.637 -0.626
H4 -0.129 -0.679 0.712
H5 2.529 -2.450 0.201
C2 -1.188 2.831 0.069
H6 -1.942 1.137 1.419
H7 0.696 2.291 0.807
H8 1.627 -1.166 -1.758
C3 1.581 -2.729 -0.274
H9 0.028 -1.843 -1.486
H10 -2.405 1.094 2.865
H11 1.787 -3.537 -0.984
H12 0.892 1.136 -1.535
C4 -0.104 2.056 0.102
C5 0.948 -1.529 -0.973
C6 0.136 0.865 -0.783
H13 -0.782 0.625 -1.337
O1 -2.442 0.593 2.044
H14 1.532 -0.114 0.545

Q | Below is a cluster of 2 separate species, C6H14O in total, with properties calculated with ωB97M-V/def2-TZVPD.

HOMO energy   -8.94 eV
SMILES   C=CCCC.CO
HOMO-LUMO gap   10.0 eV

Cartesian coordinates (Å):
H1 -3.670 0.897 0.481
H2 -2.647 1.715 -0.711
H3 2.731 1.788 1.406
H4 -0.374 0.634 -1.373
C1 -2.950 0.732 -0.328
H5 3.496 1.454 -0.165
H6 1.889 -0.176 -1.799
H7 -1.304 -0.786 -1.830
H8 -1.237 0.458 0.966
C2 -1.738 -0.073 0.145
C3 0.408 -1.247 -0.718
H9 -3.473 0.212 -1.139
H10 2.436 -1.783 -1.097
H11 0.204 -2.168 -0.170
H12 -2.076 -1.033 0.559
H13 1.740 1.697 -0.076
O1 2.486 -0.107 0.708
H14 1.549 -0.384 0.615
C4 -0.752 -0.329 -0.998
C5 1.625 -1.075 -1.241
C6 2.607 1.269 0.453

Stability ranking, top and bottom: P is the most stable and Q is the least stable.